No. 1
Molecular formula: C5H10ClNO
Method: DFT, the ωB97M-V functional and the def2-TZVPD basis

Total charge = 0
Frontier orbital gap = 0.32611 Ha
E_HOMO = -8.9045 eV

Positions of all 18 atoms, in Å:
1 C -0.33484 1.79612 0.91550
2 C -0.64219 0.68970 0.01594
3 C -0.04048 -0.62112 0.57737
4 C 0.43566 -1.20320 -0.83368
5 C 0.32197 0.37185 -1.31785
6 H -0.48189 1.50873 1.89004
7 H -1.04632 2.52759 0.60146
8 H 0.67281 2.48886 0.71167
9 H 0.66558 -0.09124 1.40297
10 H -1.31449 -2.43196 0.55092
11 H 0.10469 -2.23402 1.95517
12 H -0.21184 -1.98695 -1.24065
13 H 1.43478 -1.57584 -0.87968
14 H -0.34883 0.29495 -2.26322
15 H 2.44773 0.49605 -1.54157
16 N -0.72937 -1.69447 1.34724
17 O 1.36217 1.29616 -1.46243
18 Cl -2.29514 0.36879 -0.42919

=====

No. 2
Molecular formula: C23H47As3PdSb2
Method: DFT, the ωB97M-V functional and the def2-TZVPD basis

Total charge = 0
Frontier orbital gap = 0.25802 Ha
E_HOMO = -6.3828 eV

Positions of all 76 atoms, in Å:
1 Pd 0.09214 -0.73749 -0.25987
2 C 5.34947 -1.38996 -1.28070
3 Sb 3.41078 -1.15408 -0.33565
4 C 2.43575 -2.35411 -1.85709
5 C 3.67299 -2.85804 1.03414
6 C 3.98592 -2.38170 2.42450
7 C 5.24901 -1.84373 2.67701
8 C 5.59138 -1.32394 3.91532
9 C 4.65676 -1.33635 4.94082
10 C 3.40253 -1.87988 4.71210
11 C 3.04341 -2.40869 3.47403
12 C 1.67070 -2.98594 3.28804
13 Sb 0.31978 -1.65624 2.23758
14 C -1.44662 -2.66486 2.93569
15 C 0.40690 -0.11235 3.71670
16 H 5.53131 -2.43462 -1.53800
17 H 6.13391 -1.04347 -0.60546
18 H 5.39235 -0.78952 -2.19041
19 H 2.89192 -3.34413 -1.88998
20 H 2.56438 -1.87094 -2.82646
21 H 1.35946 -2.46137 -1.67284
22 H 4.49816 -3.43918 0.61894
23 H 2.76877 -3.45878 0.97395
24 H 5.97713 -1.83581 1.87167
25 H 6.57983 -0.91346 4.07689
26 H 4.91079 -0.93324 5.91265
27 H 2.67816 -1.90561 5.51919
28 H 1.18760 -3.16225 4.25106
29 H 1.68012 -3.93103 2.74487
30 H -1.46857 -2.68707 4.02590
31 H -1.42574 -3.68745 2.55630
32 H -2.34660 -2.17638 2.56590
33 H 0.12836 -0.46699 4.71011
34 H -0.25891 0.70082 3.43020
35 H 1.42881 0.26717 3.74343
36 C -3.94992 -1.79444 -0.56109
37 As -2.17286 -1.35344 -1.25636
38 C -2.04641 -2.74079 -2.62678
39 C -2.70229 0.07880 -2.52024
40 C -2.60392 1.56276 -2.08741
41 C -3.04021 1.72318 -0.62465
42 C -1.17276 2.09459 -2.31017
43 As 0.25284 1.50018 -1.09536
44 C 1.74473 2.18219 -2.15289
45 C 0.17761 2.94157 0.22768
46 C -3.54704 2.33764 -3.03612
47 As -4.03270 4.26521 -2.89174
48 C -2.59985 5.14775 -1.86579
49 C -5.32845 4.16806 -1.41389
50 H -4.30057 -0.99010 0.08380
51 H -3.89520 -2.71199 0.02412
52 H -4.65258 -1.93235 -1.38412
53 H -2.92763 -2.75599 -3.27097
54 H -1.93029 -3.71676 -2.15733
55 H -1.16202 -2.54122 -3.23030
56 H -3.73055 -0.15158 -2.81341
57 H -2.08232 -0.06989 -3.40802
58 H -2.41015 1.10428 0.02036
59 H -4.08029 1.41336 -0.50273
60 H -2.94845 2.75732 -0.29810
61 H -1.17083 3.18568 -2.27968
62 H -0.84675 1.81172 -3.31552
63 H 1.56092 3.21030 -2.46819
64 H 1.88325 1.55220 -3.03150
65 H 2.65457 2.14193 -1.55485
66 H 0.13351 3.91780 -0.25899
67 H 1.07307 2.88580 0.84578
68 H -0.69231 2.81007 0.86874
69 H -4.53427 1.86442 -3.02709
70 H -3.17234 2.22530 -4.05701
71 H -1.71185 5.28122 -2.48258
72 H -2.33101 4.62801 -0.94801
73 H -2.97830 6.13752 -1.60779
74 H -6.14458 3.49992 -1.68979
75 H -5.74554 5.16387 -1.26274
76 H -4.88844 3.82656 -0.47981

=====

No. 3
Molecular formula: C26H72F3O13S11
Method: DFT, the ωB97M-V functional and the def2-TZVPD basis

Total charge = -1
Frontier orbital gap = 0.19328 Ha
E_HOMO = -3.6761 eV

Positions of all 125 atoms, in Å:
1 C 3.24915 12.07371 7.14525
2 O 2.31906 11.68118 8.21873
3 O 4.52150 11.67848 7.54256
4 C 2.60938 11.65534 5.77886
5 F 2.01711 10.49199 5.90655
6 F 1.63533 12.42026 5.40987
7 F 3.48600 11.56081 4.83390
8 C 1.04001 12.32606 8.20867
9 C 0.18826 11.57751 9.28634
10 H 0.07820 10.53608 8.98399
11 H 0.51945 11.70194 10.31732
12 H -0.83618 11.94930 9.26669
13 H 0.44377 12.21829 7.30258
14 H 0.90241 13.38529 8.42592
15 H 3.29759 13.15944 7.06194
16 C 4.13474 16.27121 6.88982
17 S 5.86255 16.44104 7.55046
18 O 6.19564 15.07471 8.10847
19 C 6.85415 16.52006 6.02620
20 H 3.46459 16.48184 7.72328
21 H 3.91258 15.23252 6.64513
22 H 4.04469 16.98549 6.07142
23 H 7.70326 17.12275 6.34853
24 H 6.36844 17.04378 5.20285
25 H 7.33393 15.60839 5.67017
26 C 3.46936 8.04840 4.16073
27 S 3.40875 7.06791 2.63413
28 O 4.57912 6.11825 2.53458
29 C 2.07205 5.98535 3.31886
30 H 3.83485 9.07376 4.10448
31 H 4.00258 7.43017 4.88294
32 H 2.48618 8.42033 4.44903
33 H 1.90289 5.10792 2.69468
34 H 1.17783 6.57726 3.51409
35 H 2.44408 5.53917 4.24115
36 C 3.47082 9.56595 10.96265
37 S 4.90655 9.92085 12.08377
38 O 5.46332 11.26361 11.60131
39 C 3.77015 10.41186 13.52300
40 H 2.84849 10.45148 10.83367
41 H 2.81720 8.74668 11.26213
42 H 3.81462 9.25580 9.97588
43 H 4.19992 11.26187 14.05298
44 H 3.55816 9.62499 14.24689
45 H 2.89046 10.80615 13.01429
46 C -2.88418 9.56259 8.37360
47 S -4.44032 8.76259 7.78012
48 O -5.63619 9.50384 8.35265
49 C -4.17877 8.97201 5.91972
50 H -2.15592 9.15616 7.67178
51 H -2.63004 9.34177 9.41031
52 H -2.93920 10.63527 8.18804
53 H -3.31804 8.43274 5.52420
54 H -4.10343 10.05349 5.80649
55 H -5.04452 8.69807 5.31680
56 C -2.39829 16.40172 9.60156
57 S -0.85494 15.23442 9.58586
58 O 0.42101 16.03085 9.50077
59 C -1.08247 14.72551 11.38414
60 H -3.25117 15.83231 9.97095
61 H -2.55705 16.76703 8.58694
62 H -2.18841 17.29730 10.18637
63 H -0.19677 14.16018 11.67405
64 H -1.89059 13.99557 11.43139
65 H -1.12010 15.50029 12.14991
66 C 3.63722 14.64252 2.85789
67 S 4.53471 13.91755 1.42723
68 O 3.47350 13.15680 0.73079
69 C 4.62670 15.45142 0.41454
70 H 3.40654 13.97491 3.68806
71 H 2.66564 15.02339 2.54316
72 H 4.30873 15.38032 3.29701
73 H 4.98540 15.17401 -0.57666
74 H 5.40475 16.12339 0.77674
75 H 3.73076 16.05356 0.26351
76 C -2.07211 16.18185 5.35938
77 S -0.35131 16.43142 4.66825
78 O 0.21108 17.84457 4.83692
79 C 0.55569 15.59713 6.00123
80 H -2.42548 15.16928 5.16464
81 H -2.81981 16.81515 4.88191
82 H -2.02634 16.47441 6.40838
83 H 0.59748 16.15408 6.93726
84 H 1.58266 15.39797 5.69501
85 H 0.10820 14.62337 6.20035
86 C 6.63549 12.68280 4.36591
87 S 7.97120 11.93361 5.38148
88 O 7.85732 12.38405 6.81770
89 C 7.15552 10.24844 5.31749
90 H 6.65059 12.19810 3.38972
91 H 6.89969 13.74013 4.34742
92 H 5.68061 12.59233 4.88372
93 H 7.82136 9.44174 5.62408
94 H 6.65572 10.01252 4.37800
95 H 6.52244 10.19749 6.20333
96 C 1.90567 6.77453 9.12271
97 S 0.13582 6.64727 8.48214
98 O -0.62767 7.69202 9.36025
99 C 0.35956 7.44883 6.81515
100 H 1.82660 6.66059 10.20386
101 H 2.24711 7.76701 8.82859
102 H 2.59650 6.03387 8.71988
103 H -0.58613 7.93262 6.57076
104 H 0.70796 6.73331 6.07033
105 H 1.03154 8.28793 6.99530
106 C 0.28831 6.38198 13.61887
107 S -0.11084 8.15557 13.95912
108 O 1.23607 8.74510 14.36219
109 C -0.48115 8.72660 12.21893
110 H 1.30775 6.16463 13.30012
111 H -0.25440 6.00962 12.75002
112 H 0.16623 5.76186 14.50693
113 H -0.37464 9.81129 12.20449
114 H -1.55659 8.58840 12.10736
115 H 0.13034 8.32396 11.41143
116 C 3.43932 16.17142 11.18178
117 S 3.07609 14.42854 10.69664
118 O 4.21521 13.98530 9.76815
119 C 3.38728 13.85604 12.40544
120 H 2.89799 16.65902 11.99253
121 H 3.43034 16.78040 10.27780
122 H 4.44268 16.25739 11.59887
123 H 3.10053 12.81563 12.55852
124 H 2.73218 14.41528 13.07341
125 H 4.46253 14.00466 12.50469